# C21H43CoN2OP3S

A molecular structure, C21H43CoN2OP3S (ωB97M-V/def2-TZVPD, OMol25).

Calculated values
E_HOMO (alpha / beta) = -0.5433 / -0.5942 hartree
Net charge = +3
Multiplicity = 5
LUMO (alpha / beta) = -0.277 / -0.426 Ha
Frontier orbital gap (alpha / beta) = 7.3 / 4.6 eV
Calculated total energy = -3814.76230 a.u.

Positions of all 72 atoms, in Å:
H: -2.03061 2.52169 2.84918
C: 6.24151 -4.98952 -0.43965
H: 5.26981 -2.75106 1.96552
H: -5.74094 3.72510 -0.59030
H: -0.99128 0.23531 -4.03206
C: -2.93517 2.80456 0.96296
H: 1.00099 2.36182 3.21376
H: 6.13033 -5.08877 1.72133
H: 5.31081 -2.60412 -3.30758
O: 5.08068 -2.14718 -2.47509
H: 6.62770 -6.00438 -0.54394
H: 0.99206 3.80644 0.92000
H: 2.79697 0.34524 -0.64572
C: -3.74831 -1.26943 1.46811
S: -1.74708 2.44843 -0.22171
H: -2.04721 -2.27960 -1.79006
H: -4.72286 -0.94029 -1.36902
Co: -0.72570 0.48836 0.32312
H: -2.13011 0.09996 2.49588
C: 0.77683 -1.31066 -2.15319
H: 2.52282 -0.67827 0.78535
H: -4.13242 4.26484 -1.15832
C: 6.02354 -4.21520 -1.58045
H: -1.56565 -2.87721 -0.17869
H: -3.26486 -3.01052 -0.70019
H: -4.17787 -0.38408 1.95472
C: 1.68525 3.11686 0.42266
N: -4.19839 3.20207 0.66633
C: 0.92549 1.55660 -2.50192
C: -4.12342 -0.09192 -1.00792
H: -0.87426 -1.83772 1.49695
H: -3.75853 0.48327 -1.86199
H: 1.06877 1.33541 -3.56879
C: 2.69063 0.35014 0.44334
H: 1.02537 -1.33643 -3.22287
H: -4.56587 -1.92259 1.13104
H: -2.15957 -0.53803 -2.92650
H: -5.97488 3.60824 1.81803
H: -4.59740 2.56093 -1.30855
H: 0.15033 -2.17362 -1.90334
H: -1.99596 1.24410 -2.96267
H: -4.75096 0.55040 -0.37935
C: -1.45576 0.29211 -3.03779
C: 1.68374 1.62238 2.77327
C: -2.36337 -2.38740 -0.74807
H: 1.90520 1.61687 -2.01891
H: -4.26177 3.07670 3.92698
C: -1.07150 0.21446 2.25361
P: 1.29877 1.42215 0.98213
H: 1.70053 -1.36206 -1.56648
C: -4.10207 3.07328 2.86717
H: -3.12937 -1.81256 2.19175
P: -2.75354 -0.75782 0.00279
C: 5.48734 -2.91624 -1.42269
C: -4.68774 3.45193 -0.68205
N: -2.87004 2.75117 2.31888
C: 5.27034 -2.37299 -0.14801
H: 1.57900 0.67062 3.30770
P: -0.12367 0.23539 -1.77417
H: 1.57133 3.22081 -0.65901
H: -0.54913 0.87970 2.94698
C: -0.34648 -0.89800 1.68541
H: 4.91903 -1.34476 -0.07216
C: 5.48348 -3.16726 0.97873
C: 5.96452 -4.47175 0.83483
H: 2.71628 1.98280 2.88057
H: 0.41140 2.52160 -2.41520
H: 6.23662 -4.60165 -2.57798
C: -4.93481 3.34226 1.83922
H: 3.62121 0.71683 0.89421
H: 2.72067 3.34756 0.71342
H: 0.71923 -1.00532 1.91644

Löwdin population analysis, charges in e, atoms 1 to 2: 0.1491, 0.0213

***

# C21H43GdN2P3S

A molecular structure, C21H43GdN2P3S (ωB97M-V/def2-TZVPD, OMol25).

Calculated values
E_HOMO (alpha / beta) = -0.5621 / -0.5612 hartree
Net charge = +3
Multiplicity = 8
LUMO (alpha / beta) = -0.352 / -0.395 Ha
Frontier orbital gap (alpha / beta) = 5.7 / 4.5 eV
Energy relative to the best compared isomer or geometry (same formula, charge and spin) = 0.0000 eV
Calculated total energy = -3122.41066 a.u.

Positions of all 71 atoms, in Å:
P: 1.91814 1.78764 1.66396
Gd: 0.36289 0.01186 0.10955
H: 0.10106 3.98447 -0.09522
H: 0.04740 0.44511 4.13536
H: 2.10742 3.76196 0.22885
H: 1.10978 2.42770 3.88320
C: 0.46557 -1.17315 -3.09607
H: 0.66374 3.65095 2.65732
C: -1.43276 3.03344 -2.70379
H: 0.89524 -5.22376 1.68035
C: 0.58714 -3.32435 0.59161
H: 2.16833 -2.26619 -2.30567
C: -0.78078 -3.66682 -3.26556
C: -0.92528 0.05253 3.81411
H: 3.05930 2.38579 -0.41253
P: -1.42260 0.76427 2.19844
C: 0.52850 -3.58747 -2.77707
P: -1.66842 2.53387 -0.99174
H: 2.70660 -4.28725 3.93390
H: 1.04816 -4.47479 -2.40934
C: 1.21162 -2.06996 2.28466
H: -0.89456 -1.04217 3.74925
H: -2.74370 2.84076 2.10407
C: 3.35646 0.99176 2.47214
H: -3.75645 1.34223 -0.99141
H: 1.75980 -2.98330 4.69343
H: -2.84857 -1.20407 2.07475
H: -1.39238 4.86169 -0.45668
C: 1.59559 -1.83549 -6.26463
H: -1.25417 3.03650 3.09876
H: -1.25662 3.92509 1.02714
C: -3.43747 2.34987 -0.69821
H: -2.32205 -2.63461 -4.42366
C: -3.00858 -0.12358 1.97205
H: 0.36157 -3.61108 -6.27457
C: 2.76227 2.92387 0.50067
H: -2.23773 3.70870 -3.00877
H: -1.18337 -0.42570 -4.31803
H: 3.67222 0.10695 1.90548
H: 1.79116 -0.90083 -6.81335
C: -0.99492 3.92195 -0.03786
C: -1.37313 -2.54449 -3.87784
C: -2.07500 2.36128 2.82945
H: -2.64690 2.13146 3.73901
C: 1.16128 -2.35540 -2.71566
H: -0.45954 3.52516 -2.80442
H: 2.33099 3.56514 3.26056
H: 0.99665 -4.56215 4.35650
C: 1.45145 2.96525 2.99069
H: -3.68346 0.22036 2.76596
H: 3.65965 3.30918 1.00204
H: -1.33969 -4.59286 -3.11696
N: 1.29459 -3.34005 2.67730
S: 0.99953 0.39262 -2.57396
C: 0.51884 -2.56945 -6.58327
H: 4.17890 1.71505 2.50742
C: 1.71427 -3.81921 3.98705
N: 0.77523 -2.00487 1.00572
C: -0.75182 -1.30177 -3.80934
H: -3.45244 0.09850 0.99371
H: -0.98589 1.22561 -1.20272
H: -1.42823 2.13184 -3.32349
H: 3.09593 0.68726 3.49347
H: -1.68897 0.35091 4.54075
H: 0.26286 -3.53687 -0.40956
C: 0.90403 -4.15196 1.61512
H: -3.73761 2.49219 0.34786
H: -4.00009 3.07479 -1.30680
H: 2.32659 -2.12798 -5.50795
H: 1.49791 -1.22547 2.90284
H: -0.26548 -2.12849 -7.21840

Löwdin population analysis, charges in e, atoms 1 to 2: 0.6833, 1.0568

***

# C21H43N2P3ReS

A molecular structure, C21H43N2P3ReS (ωB97M-V/def2-TZVPD, OMol25).

Calculated values
E_HOMO (alpha / beta) = -0.7348 / -0.7341 hartree
Net charge = +4
Multiplicity = 4
LUMO (alpha / beta) = -0.506 / -0.543 Ha
Frontier orbital gap (alpha / beta) = 6.2 / 5.2 eV
Energy relative to the best compared isomer or geometry (same formula, charge and spin) = 0.0000 eV
Calculated total energy = -2434.43051 a.u.

Positions of all 71 atoms, in Å:
C: 1.29323 -1.89961 0.67077
H: -0.88789 -5.06553 -7.40157
H: 1.18665 2.95327 2.80424
H: 2.16474 -1.86392 -0.00809
C: -3.24797 0.81948 0.09174
H: 1.93252 -0.62712 -2.25247
C: 2.01750 2.61925 2.18294
H: -1.44181 -3.22774 4.70418
H: -0.94837 -2.86379 2.10763
H: -2.37759 -1.75251 -5.04492
N: -0.56744 -0.77406 2.67425
N: -0.91581 -1.11251 4.82427
H: -4.14006 1.45015 0.19188
H: 3.71931 -0.15519 0.34340
C: 0.22491 -4.55712 -5.62526
H: 2.93966 2.75667 2.76437
H: 1.51521 -2.36010 1.65474
C: 0.35304 -3.69971 -4.52878
H: 0.13171 -2.31751 -1.07575
C: -0.69249 1.58344 -2.48494
H: -3.00478 0.68351 -0.96335
H: -0.97407 -0.92553 5.81841
H: -3.75586 2.26871 2.38631
C: -0.82565 -4.42940 -6.52673
H: 4.34249 0.93125 1.58059
H: 3.69384 1.61395 0.10139
H: 0.60768 3.63224 -0.61033
H: -1.17213 -1.23657 -2.20628
H: -1.79531 3.46050 -0.58492
C: -1.76366 -3.41983 -6.31331
H: -1.17726 1.56951 4.85558
H: -3.46285 -0.16450 0.52439
H: 0.49203 1.09333 5.17170
H: 3.00633 0.64939 -1.62790
C: 3.55266 0.80837 0.82770
Re: 0.00661 0.06608 0.59812
C: 0.03724 -2.08701 -0.01159
C: -1.78831 3.34937 0.50382
H: -1.13118 2.57427 -2.31534
H: 0.98414 -5.30398 -5.81421
H: -2.22668 2.52753 3.25775
H: 1.41583 3.35136 -2.18022
C: 1.31002 2.98142 -1.14683
C: -1.66844 -2.56467 -5.21314
C: -0.92297 -2.11724 2.89211
H: -2.91445 0.89430 3.12944
H: 2.29344 3.02205 -0.66485
H: -2.56111 -3.25010 -7.03109
H: 3.62240 0.06113 3.23393
H: 1.17840 -3.76981 -3.82999
C: -1.14972 -2.32182 4.21216
C: 2.52556 0.07772 3.22249
H: 2.23284 0.63044 4.11945
H: 2.10277 0.91346 -3.15213
H: 2.07258 3.28652 1.32073
H: 0.07018 1.81585 3.59333
H: -2.65418 3.88513 0.92017
C: -2.76456 1.83921 2.59642
C: -0.57494 -2.66539 -4.33760
H: -0.23804 1.54420 -3.48270
H: -0.79595 -2.62059 0.45592
H: 2.21561 -0.96081 3.33547
P: 0.65622 1.24700 -1.23475
P: -1.84233 1.56211 1.01489
S: -0.25065 -1.33805 -3.28266
C: 2.05632 0.46476 -2.14732
H: -1.49434 0.83543 -2.44922
C: -0.56923 -0.19450 3.88962
P: 1.90259 0.84119 1.67330
H: -0.88329 3.82137 0.90650
C: -0.27488 1.16130 4.39211

Löwdin population analysis, charges in e, atoms 1 to 2: -0.1673, 0.1567